# 1
16
Properties=species:S:1:pos:R:3:nbo_charge:R:1 method="wB97M-V/def2-TZVPD" smiles=CC#CCN1CC1 e_above_lowest_ev=3.1640 homo_ev=-9.16 total_energy_ha=-288.6658 multiplicity=1 lumo_ev=1.08
C 3.36 0.44 0.13 -0.683
C 2.01 -0.05 -0.15 0.016
C 0.90 -0.46 -0.38 -0.042
C -0.45 -0.93 -0.71 -0.286
N -1.41 -0.62 0.35 -0.385
C -2.74 -0.25 -0.11 -0.261
C -1.81 0.76 0.44 -0.262
H 3.87 0.72 -0.80 0.234
H 3.96 -0.32 0.64 0.234
H 3.33 1.33 0.78 0.235
H -0.75 -0.48 -1.67 0.188
H -0.44 -2.02 -0.85 0.225
H -3.57 -0.63 0.47 0.204
H -2.91 -0.23 -1.19 0.186
H -1.37 1.47 -0.26 0.193
H -1.95 1.14 1.45 0.205

# 2
93
Properties=species:S:1:pos:R:3:mulliken_charge:R:1 method="wB97M-V/def2-TZVPD" charge=+1 e_above_lowest_ev=0.7265 homo_ev=-10.46 total_energy_ha=-3226.6601 multiplicity=1 lumo_ev=-2.90
Sc 0.63 0.30 1.00 -0.063
N 4.56 0.72 2.96 0.164
C 3.39 0.12 2.72 -0.500
N 2.63 0.94 2.02 0.337
C 3.41 2.05 1.86 0.083
N 4.59 1.95 2.41 -0.698
C 2.94 3.18 1.05 0.246
C 3.73 4.31 0.88 -0.390
N 3.34 5.32 0.11 -0.605
C 2.15 5.19 -0.48 -0.574
C 1.37 4.06 -0.30 -0.184
N 1.75 3.04 0.47 0.467
H 5.35 0.37 3.47 0.215
H 3.12 -0.88 3.02 0.514
H 4.69 4.39 1.37 0.518
H 1.82 6.00 -1.11 0.420
H 0.41 3.98 -0.80 0.159
C -3.35 1.95 2.73 -2.047
C -3.00 2.40 1.30 2.196
C -1.71 3.21 1.45 -1.712
C -4.11 3.32 0.79 -1.985
P -2.66 0.89 0.21 0.589
N -1.25 0.27 0.56 0.727
C -4.01 -0.38 0.52 2.225
C -3.67 -1.15 1.81 -1.714
C -5.44 0.18 0.62 -1.940
C -3.98 -1.42 -0.61 -1.954
C -2.68 1.36 -1.62 2.363
C -2.05 0.21 -2.44 -1.960
C -4.05 1.70 -2.22 -1.876
C -1.74 2.56 -1.81 -1.913
H -3.33 2.83 3.37 0.580
H -2.61 1.24 3.11 0.311
H -4.34 1.51 2.81 0.369
H -1.93 4.11 2.04 0.579
H -1.29 3.53 0.50 0.155
H -0.95 2.65 1.99 0.144
H -4.31 4.08 1.55 0.550
H -5.05 2.79 0.62 0.269
H -3.84 3.84 -0.12 0.325
H -3.85 -0.58 2.71 0.353
H -2.63 -1.47 1.80 0.167
H -4.30 -2.04 1.85 0.546
H -5.59 0.82 1.48 0.279
H -6.13 -0.67 0.72 0.529
H -5.74 0.73 -0.27 0.310
H -2.97 -1.78 -0.79 0.162
H -4.39 -1.04 -1.54 0.131
H -4.59 -2.27 -0.31 0.774
H -2.78 -0.54 -2.73 0.302
H -1.26 -0.29 -1.88 0.221
H -1.63 0.62 -3.36 0.570
H -4.72 0.85 -2.22 0.354
H -3.91 2.00 -3.26 0.495
H -4.54 2.53 -1.71 0.288
H -0.75 2.32 -1.43 -0.056
H -2.11 3.47 -1.34 0.325
H -1.64 2.76 -2.88 0.725
N 1.18 -1.55 1.32 -0.636
P 1.92 -2.29 0.17 2.085
C 3.15 -3.48 0.71 0.121
C 3.20 -3.79 2.07 -0.489
C 4.12 -4.70 2.55 -0.777
C 5.01 -5.31 1.67 -0.504
C 4.97 -5.02 0.32 -0.781
C 4.04 -4.11 -0.17 -0.246
C 2.79 -1.02 -0.81 0.370
C 1.97 -0.11 -1.49 -0.581
C 2.48 1.07 -2.00 -0.598
C 3.83 1.36 -1.85 -0.652
C 4.66 0.46 -1.18 -0.880
C 4.14 -0.72 -0.66 -0.656
C 0.84 -3.11 -1.03 0.517
C 1.25 -3.43 -2.32 -0.460
C 0.37 -4.06 -3.19 -0.769
C -0.91 -4.38 -2.77 -0.645
C -1.33 -4.05 -1.49 -0.361
C -0.46 -3.41 -0.61 -0.281
H 2.48 -3.31 2.73 0.533
H 4.15 -4.95 3.60 0.434
H 5.73 -6.03 2.05 0.407
H 5.65 -5.50 -0.37 0.434
H 4.01 -3.89 -1.23 0.296
H 0.92 -0.36 -1.66 0.471
H 1.84 1.75 -2.54 0.532
H 4.24 2.28 -2.25 0.458
H 5.71 0.68 -1.07 0.434
H 4.80 -1.41 -0.14 0.499
H 2.24 -3.17 -2.66 0.276
H 0.69 -4.31 -4.19 0.452
H -1.59 -4.88 -3.45 0.428
H -2.33 -4.29 -1.16 0.472
H -0.77 -3.12 0.38 0.234